Below is a cluster of 18 separate species, C66H184N20O18 in total in a non-equilibrium geometry, with properties calculated with the ωB97M-V functional and the def2-TZVPD basis.

Geometry (Å):
C  -0.514  -4.077  -0.233
C  -1.088  -5.505  -0.195
C  -0.058  -6.492  -0.955
O  -0.597  -7.796  -0.982
C  0.405  -8.758  -1.303
N  -1.453  -5.878  1.130
H  -0.119  -3.979  -1.232
H  0.301  -3.850  0.491
H  -1.217  -3.262  -0.070
H  -2.062  -5.501  -0.784
H  0.861  -6.481  -0.347
H  0.169  -6.090  -1.963
H  -0.058  -9.725  -1.172
H  1.238  -8.632  -0.572
H  0.758  -8.633  -2.342
H  -1.805  -6.820  1.040
H  -0.625  -5.862  1.738
C  -6.229  4.110  -0.460
C  -7.733  3.855  -0.554
C  -8.253  2.874  0.481
O  -7.385  1.795  0.527
C  -7.885  0.718  1.303
N  -8.526  5.152  -0.333
H  -5.992  4.649  0.467
H  -5.898  4.701  -1.323
H  -5.679  3.172  -0.429
H  -7.903  3.432  -1.584
H  -9.278  2.557  0.277
H  -8.256  3.310  1.490
H  -7.065  0.083  1.570
H  -8.574  0.090  0.696
H  -8.443  1.031  2.177
H  -8.123  5.790  -1.017
H  -9.502  5.053  -0.667
C  7.003  4.321  0.424
C  7.095  4.142  1.945
C  6.281  2.943  2.373
O  4.948  3.261  2.246
C  4.116  2.148  2.354
N  8.514  3.956  2.369
H  7.725  5.077  0.094
H  6.052  4.675  0.009
H  7.313  3.371  -0.041
H  6.583  4.991  2.398
H  6.424  2.552  3.361
H  6.397  2.124  1.654
H  4.225  1.482  1.498
H  3.085  2.516  2.420
H  4.349  1.537  3.258
H  9.016  4.752  1.984
H  8.551  3.878  3.369
C  -4.781  7.461  -5.552
C  -5.692  6.329  -5.022
C  -4.781  5.194  -4.424
O  -5.666  4.240  -3.794
C  -5.003  2.957  -3.494
N  -6.647  6.782  -4.054
H  -4.097  7.025  -6.292
H  -4.261  7.918  -4.736
H  -5.441  8.154  -6.109
H  -6.215  5.867  -5.872
H  -4.120  5.599  -3.666
H  -4.249  4.730  -5.281
H  -5.734  2.280  -3.166
H  -4.242  3.180  -2.760
H  -4.558  2.469  -4.376
H  -7.235  7.493  -4.470
H  -7.214  6.016  -3.656
C  2.381  -1.160  3.424
C  3.702  -1.959  3.328
C  4.035  -2.308  1.929
O  3.145  -3.222  1.372
C  3.517  -3.644  0.067
N  4.853  -1.131  3.856
H  2.525  -0.395  2.667
H  2.092  -0.815  4.421
H  1.531  -1.699  2.980
H  3.573  -2.951  3.759
H  5.013  -2.783  1.797
H  4.061  -1.402  1.255
H  2.984  -4.567  -0.198
H  4.577  -3.905  0.009
H  3.355  -2.833  -0.684
H  5.691  -1.720  3.783
H  4.784  -0.879  4.863
C  -3.858  -1.087  -2.383
C  -5.038  -1.084  -1.337
C  -4.549  -1.719  -0.091
O  -5.640  -1.827  0.859
C  -5.287  -2.403  2.052
N  -5.443  0.364  -1.229
H  -4.094  -0.387  -3.190
H  -3.711  -2.044  -2.876
H  -2.937  -0.879  -1.832
H  -5.844  -1.632  -1.802
H  -3.737  -1.117  0.322
H  -4.146  -2.675  -0.412
H  -4.952  -3.445  1.928
H  -6.209  -2.411  2.673
H  -4.407  -1.949  2.509
H  -6.257  0.441  -0.633
H  -4.715  0.907  -0.752
C  -0.249  7.463  -1.103
C  -1.542  6.670  -1.349
C  -2.070  5.957  -0.077
O  -1.113  5.144  0.454
C  -1.653  4.252  1.372
N  -2.524  7.622  -1.907
H  0.055  7.877  -2.090
H  0.610  6.898  -0.717
H  -0.437  8.297  -0.422
H  -1.310  5.846  -2.011
H  -2.994  5.439  -0.312
H  -2.358  6.745  0.614
H  -2.461  3.647  0.975
H  -2.111  4.878  2.153
H  -0.874  3.589  1.778
H  -2.538  8.457  -1.327
H  -3.474  7.276  -1.986
C  1.861  -1.546  -3.919
C  1.557  -0.069  -3.753
C  0.005  0.062  -3.618
O  -0.310  1.393  -3.313
C  -1.657  1.807  -3.370
N  2.295  0.427  -2.571
H  2.916  -1.698  -4.211
H  1.158  -1.875  -4.672
H  1.689  -2.036  -2.960
H  1.767  0.483  -4.704
H  -0.466  -0.632  -2.931
H  -0.459  -0.210  -4.561
H  -2.184  1.605  -2.443
H  -2.157  1.443  -4.263
H  -1.656  2.886  -3.546
H  3.261  0.137  -2.682
H  2.245  1.444  -2.429
C  -3.819  -0.445  5.992
C  -5.286  -0.177  5.856
C  -6.020  -0.370  7.188
O  -7.319  0.205  7.349
C  -8.276  -0.308  6.431
N  -5.470  1.120  5.321
H  -3.256  0.420  6.288
H  -3.398  -0.836  5.054
H  -3.596  -1.157  6.767
H  -5.693  -0.956  5.209
H  -5.494  0.097  8.034
H  -6.100  -1.444  7.524
H  -8.579  -1.354  6.653
H  -7.822  -0.314  5.456
H  -9.166  0.295  6.586
H  -4.928  1.823  5.851
H  -6.450  1.383  5.299
C  0.624  5.244  -4.614
C  1.690  4.393  -3.866
C  1.374  4.261  -2.379
O  2.502  3.758  -1.673
C  2.144  3.646  -0.279
N  1.983  3.165  -4.565
H  -0.236  4.582  -4.779
H  0.945  5.478  -5.616
H  0.354  6.193  -4.162
H  2.651  4.906  -3.921
H  0.562  3.549  -2.153
H  1.166  5.225  -1.859
H  2.928  3.196  0.306
H  1.315  2.923  -0.305
H  1.770  4.550  0.210
H  2.879  2.830  -4.261
H  1.193  2.529  -4.400
C  0.583  1.937  4.539
C  -0.506  1.443  5.410
C  0.008  0.780  6.664
O  0.674  -0.410  6.356
C  1.303  -1.106  7.430
N  -1.492  2.498  5.775
H  1.325  1.178  4.279
H  1.054  2.732  5.131
H  0.209  2.267  3.596
H  -1.120  0.709  4.886
H  -0.785  0.559  7.396
H  0.668  1.503  7.220
H  2.214  -0.505  7.631
H  1.563  -2.104  7.038
H  0.801  -1.150  8.405
H  -2.037  2.659  4.948
H  -1.013  3.323  6.153
C  5.617  3.641  -3.236
C  6.806  2.665  -3.280
C  6.278  1.278  -3.571
O  5.341  0.774  -2.623
C  5.880  0.558  -1.333
N  7.746  3.081  -4.251
H  5.919  4.557  -2.743
H  4.827  3.226  -2.578
H  5.151  3.862  -4.200
H  7.267  2.703  -2.298
H  7.123  0.593  -3.673
H  5.775  1.267  -4.565
H  6.856  0.108  -1.416
H  5.229  -0.162  -0.826
H  5.992  1.417  -0.664
H  7.354  3.291  -5.149
H  8.673  2.677  -4.188
C  6.774  -3.125  -2.525
C  5.902  -3.457  -3.691
C  5.612  -2.272  -4.602
O  4.752  -2.727  -5.633
C  4.675  -1.897  -6.789
N  6.575  -4.489  -4.556
H  6.949  -4.020  -1.956
H  6.411  -2.381  -1.788
H  7.694  -2.667  -2.804
H  4.931  -3.813  -3.289
H  6.551  -1.865  -5.036
H  5.096  -1.498  -4.062
H  5.625  -1.720  -7.274
H  4.217  -0.914  -6.563
H  4.103  -2.472  -7.478
H  5.948  -4.610  -5.363
H  6.786  -5.340  -4.038
C  -0.035  -4.335  4.087
C  -1.305  -3.576  4.385
C  -1.983  -3.943  5.722
O  -1.052  -3.647  6.768
C  -1.721  -3.551  7.993
N  -1.099  -2.142  4.307
H  -0.302  -5.399  3.934
H  0.680  -4.178  4.879
H  0.271  -4.065  3.063
H  -2.029  -3.839  3.613
H  -2.332  -4.977  5.697
H  -2.879  -3.342  5.887
H  -2.441  -2.746  8.000
H  -0.992  -3.509  8.806
H  -2.296  -4.475  8.216
H  -1.011  -1.773  3.369
H  -0.411  -1.824  4.982
C  6.756  -5.357  1.933
C  6.174  -6.785  1.852
C  4.661  -6.711  1.984
O  4.395  -6.401  3.353
C  3.031  -6.127  3.661
N  6.415  -7.275  0.472
H  6.512  -4.875  2.886
H  6.341  -4.741  1.150
H  7.839  -5.308  1.841
H  6.672  -7.408  2.604
H  4.149  -7.653  1.835
H  4.184  -5.967  1.381
H  2.420  -6.934  3.205
H  2.686  -5.174  3.267
H  2.912  -6.262  4.713
H  6.363  -8.301  0.397
H  7.334  -6.976  0.180
C  -1.076  -4.143  -4.079
C  -1.288  -4.241  -5.536
C  -1.063  -2.898  -6.218
O  -2.033  -2.020  -5.704
C  -2.153  -0.888  -6.572
N  -0.339  -5.344  -5.899
H  -0.050  -3.973  -3.820
H  -1.306  -5.090  -3.592
H  -1.686  -3.348  -3.646
H  -2.304  -4.586  -5.702
H  -1.252  -2.939  -7.292
H  -0.063  -2.568  -5.975
H  -2.639  -1.145  -7.508
H  -1.166  -0.417  -6.800
H  -2.714  -0.172  -5.972
H  0.615  -5.095  -5.634
H  -0.375  -5.591  -6.877
C  -3.425  1.400  1.535
O  -3.044  1.459  0.324
N  -2.576  0.858  2.508
N  -4.658  1.790  1.989
H  -2.941  0.501  3.383
H  -1.813  0.347  2.096
H  -4.776  1.724  2.958
H  -5.415  2.067  1.376
C  -0.089  -0.605  0.367
O  -0.716  -1.069  1.316
N  1.089  -1.256  -0.093
N  -0.459  0.643  -0.146
H  1.711  -0.786  -0.723
H  1.464  -1.889  0.584
H  0.030  1.064  -0.934
H  -1.428  0.980  0.103

Cartesian forces, eV/Å:
0.323 -0.277 0.099
0.004 0.597 -1.929
-1.231 1.219 1.159
0.382 0.163 -0.244
0.007 0.748 0.464
0.338 -0.412 0.553
0.384 0.537 -0.396
-0.326 -0.671 -0.345
-0.371 -0.312 0.010
1.168 -0.062 0.358
0.118 -0.036 -0.119
-0.135 -0.309 0.289
0.012 -0.322 -0.064
-0.251 -0.285 -0.617
0.003 -0.061 0.385
0.004 -0.350 0.633
-0.451 -0.234 -0.218
-0.356 0.432 0.493
-1.054 0.707 -0.574
0.104 0.737 0.398
0.418 -1.317 0.396
-0.708 -0.507 -1.005
0.573 -0.964 -1.098
-0.055 0.044 -0.125
-0.011 -0.132 0.189
-0.011 -0.019 -0.308
-0.078 0.258 0.851
-0.152 -0.040 -0.273
-0.150 0.464 -0.144
0.568 -0.260 0.253
0.213 0.370 0.180
0.026 0.380 0.365
-0.030 0.269 0.258
0.732 -0.277 0.346
0.867 -0.020 -0.177
0.073 -0.274 0.015
-0.086 -0.788 -1.388
-1.558 1.247 0.044
-0.371 -0.380 0.909
-1.387 0.182 -1.415
0.075 -0.081 0.104
-0.070 -0.432 0.516
-0.221 0.298 -0.058
0.235 0.370 0.302
0.762 -0.071 0.870
0.956 -0.331 0.109
-0.013 -0.155 -0.282
0.203 -0.205 -0.035
-0.150 0.368 -0.431
0.291 -0.199 0.668
0.338 0.368 0.300
-1.532 -1.003 -0.816
1.351 -1.267 -0.268
-1.966 -0.028 -0.447
1.003 -1.027 -0.680
0.163 2.073 -1.189
-0.330 0.147 1.039
0.038 0.221 0.292
0.361 0.500 0.316
0.548 0.085 0.427
0.207 -0.046 -0.167
0.497 0.132 0.067
0.022 0.165 0.609
-0.981 -0.675 0.958
0.294 -0.392 0.407
0.057 0.567 -0.058
-0.185 -0.127 0.197
0.507 0.626 -0.607
0.411 -0.713 -1.158
-0.337 0.612 1.293
1.014 1.043 -2.538
-1.209 -1.002 -0.384
0.146 0.340 -0.240
-0.270 -0.991 0.308
-0.101 0.988 0.417
0.315 0.041 -0.267
0.219 -0.358 0.483
0.142 -0.036 0.907
0.464 0.290 0.609
0.009 -0.305 0.649
-0.250 0.512 0.121
0.179 0.088 0.203
-0.146 -0.514 0.376
-0.274 0.402 0.079
-0.375 -0.449 -1.054
-0.711 -0.435 0.611
1.051 2.314 -1.909
-0.831 -0.020 0.671
0.568 0.576 -1.826
-0.008 -1.246 0.813
-0.077 -1.017 0.285
0.292 0.191 0.390
-0.094 -0.353 0.144
0.126 0.462 -0.362
-0.542 -0.173 0.202
0.096 0.003 0.242
0.023 -0.652 0.560
-0.294 -0.150 -0.119
0.827 0.147 0.008
-0.147 0.632 0.418
-0.045 0.007 -0.113
-0.005 -0.415 -0.287
0.123 0.091 -0.791
-0.118 -0.016 1.034
-0.327 1.936 -1.110
1.338 -0.963 -0.527
-0.265 0.120 1.214
0.477 -0.262 0.008
-0.116 -0.078 0.658
-0.548 -0.066 0.012
-0.006 0.017 0.010
-0.104 0.032 -0.767
-0.292 -0.485 -0.260
-0.117 0.353 0.619
-0.010 -0.147 -0.468
0.134 -0.403 0.493
-0.209 0.378 -0.151
-0.091 -0.173 -0.127
0.141 -0.187 0.133
0.518 0.728 0.032
-1.032 0.471 0.344
0.437 -0.044 -0.168
0.477 0.756 0.259
0.288 0.579 -0.418
-0.736 -0.040 -0.290
-0.591 -0.142 -0.110
0.249 -0.702 -0.168
-0.151 -0.201 -0.077
0.306 -0.300 0.609
0.260 -0.234 0.799
0.081 -0.008 -0.599
-0.289 -0.313 0.032
-0.242 -0.668 0.043
0.188 0.124 0.373
0.105 0.470 0.104
0.187 -0.540 -0.316
0.551 -0.617 -0.406
-0.694 -1.094 1.040
-0.303 -0.596 2.313
0.138 -0.197 -0.768
0.203 -0.603 1.215
0.115 1.673 -0.947
0.174 0.793 0.028
0.030 0.084 0.332
-0.043 -0.670 0.258
-0.098 0.231 -0.554
0.376 0.117 -0.408
0.245 0.547 -0.800
0.367 0.305 0.085
-0.488 0.253 -0.822
-0.018 0.202 -0.614
-0.601 -0.541 -0.290
0.197 0.198 0.156
0.201 -1.259 -0.006
0.465 1.516 -0.044
0.060 0.192 0.940
0.619 0.187 0.851
-0.856 -1.129 -1.090
-1.402 0.048 -0.265
-0.276 0.388 0.308
0.490 -0.012 -0.360
-0.152 -0.139 0.471
-0.009 0.598 0.232
-0.288 0.332 -0.457
-0.391 -0.333 -0.921
0.597 0.112 -0.179
-0.100 0.114 0.639
0.206 0.279 -0.389
-0.028 -0.643 0.228
0.854 -0.190 -0.038
1.133 -0.036 0.294
-1.771 -0.479 0.463
0.202 0.507 1.656
-0.206 -0.788 -0.139
1.233 1.006 -0.552
0.959 -0.773 0.717
-0.004 -0.022 0.358
0.315 0.168 -0.601
-0.372 0.702 -0.598
0.148 -0.320 -0.063
-0.250 0.120 -0.395
-0.045 -0.419 -0.448
0.040 -0.629 0.135
-0.188 0.460 0.406
-0.678 -0.094 -0.485
-0.100 0.792 -0.189
-0.506 -0.231 -0.647
-0.339 -0.487 1.162
-1.601 0.554 0.026
-0.295 -0.622 -0.374
0.095 0.330 0.017
-0.236 -0.521 0.179
0.990 0.565 0.141
0.111 0.402 -0.214
0.281 0.129 -0.418
0.289 -0.099 -0.142
0.188 -0.178 0.212
0.193 -0.282 0.165
0.079 0.124 0.626
0.600 -0.315 -0.038
-0.014 0.112 -0.067
-0.285 0.386 -0.425
0.326 -0.200 -0.332
-0.412 0.047 -0.502
-0.193 0.877 1.091
-0.185 -0.637 -0.888
0.295 -0.185 -0.401
0.254 0.018 -0.508
-0.035 0.206 1.047
-0.706 1.170 0.426
0.370 -0.480 0.271
-0.674 -0.378 -0.493
1.069 -0.095 -0.612
0.206 0.046 -0.294
-0.315 -0.243 0.243
-0.061 0.633 0.506
0.651 0.026 0.176
-0.008 -0.412 -0.103
-0.801 -0.127 -0.608
0.550 -0.526 0.603
-0.429 0.131 -0.380
-1.004 -1.159 -0.967
-0.836 0.460 -0.029
0.843 0.664 -0.605
-0.383 -0.387 -0.286
0.003 -1.423 0.621
-0.741 0.274 0.673
0.368 0.092 0.684
0.559 -0.089 -0.100
0.495 0.441 0.575
-0.146 -0.029 -0.138
0.390 -0.373 0.340
-0.043 0.277 -0.265
-0.080 0.612 0.148
-0.007 0.511 -0.196
0.098 0.202 -0.256
0.488 -0.177 0.079
0.021 0.217 -0.423
-0.146 -0.239 0.633
0.186 0.828 -1.475
-0.168 -0.442 2.476
0.013 0.638 0.569
0.369 -1.462 -1.447
0.022 -0.445 0.227
-0.102 -0.220 -0.059
-0.210 0.136 -0.388
0.164 -0.313 -0.078
-0.524 -0.008 0.114
0.114 -0.608 -0.678
0.112 0.602 -0.868
-0.074 0.338 0.021
0.042 0.242 0.143
-0.039 0.432 0.804
0.083 0.766 0.152
0.148 -0.200 -0.152
-0.957 0.331 1.642
1.279 -1.366 -0.515
-0.955 -0.941 0.123
0.129 0.964 -0.505
0.548 0.291 1.165
-0.573 0.655 -0.342
0.825 0.453 -0.022
-0.317 0.001 -0.054
0.079 -0.030 0.189
-0.125 -0.036 -0.343
0.545 -0.372 -0.270
0.483 0.311 -0.290
-0.224 -0.049 -0.123
-0.455 -0.427 0.146
-0.253 0.135 -0.442
-0.307 -0.022 -0.251
0.155 0.066 -0.191
0.149 -0.869 -0.445
-1.067 0.236 2.185
-1.011 1.159 -0.871
1.665 -0.092 -1.678
-0.111 0.087 -0.311
0.420 -0.525 0.067
-0.735 -0.120 1.527
0.180 -0.066 0.019
1.584 1.392 -0.454
-0.297 -0.432 0.099
-2.398 1.202 0.404
0.265 -1.319 0.119
0.165 0.437 -0.395
0.232 -0.337 0.226
-0.233 -0.414 0.231
1.050 -0.374 -0.538

Output
Relative energy (zero: lowest compared OMol25 entry of this formula, charge and spin) ... 0.00 kcal/mol
HOMO ... -8.33 eV
Multiplicity ... 1
F_max ... 3.2 eV/Å
LUMO ... 0.6 eV
Frontier orbital gap ... 8.93 eV